Below is a 3-piece molecular cluster, C52H65I2N4O9P2 overall at a distorted geometry, with properties calculated with ωB97M-V/def2-TZVPD.

* highest occupied orbital energy: -11.02 eV
* E_tot: -114128.2990 eV
* total charge: +1
* Kohn-Sham gap: 7.07 eV

Each atom is followed by the atoms it is bonded to, with distances in Å.
Atoms and positions in Å:
1 C 4.34551 1.45320 -0.69973  C5 1.642, C39 1.660, H53 1.177, H99 1.194
2 P -5.26871 -0.34164 -0.81553  O29 1.764, O59 1.741, C128 1.934
3 H 6.95557 0.76084 -3.29011  C110 1.191
4 H -3.78613 -0.27747 4.34878  C95 1.088
5 C 5.61760 0.72444 -1.43970  C1 1.642, H54 1.183, H82 1.189, C110 1.640
6 C 5.04290 1.91375 -3.86970  H28 1.186, H32 1.193, C103 1.668, C110 1.639
7 C -8.93349 4.61804 3.79122  H87 1.089, C101 1.397, C112 1.401
8 H -6.00695 0.79329 7.86947  C61 1.089
9 H 6.43507 3.69725 -0.71647  C46 1.174
10 H -11.00849 5.75988 6.23587  C98 1.088
11 H 1.87432 -2.93624 -1.61239  C100 1.194
12 I -0.86036 4.99609 -0.41774  C96 2.219
13 H -0.58120 -4.05475 -2.27879  C123 1.185
14 H 3.78484 5.47544 -0.21596  C85 1.181
15 C 3.50664 -8.66862 2.95208  C48 1.396, C52 1.395, H56 1.088
16 H -3.30977 7.10261 -0.37563  C44 1.187
17 H -3.53892 2.79232 0.84220  C24 1.192
18 C 8.22087 -3.68802 -0.13009  C51 1.397, H66 1.088, C132 1.395
19 H -9.73301 4.09498 7.55250  C97 1.089
20 C 6.57938 -7.41157 1.16564  C47 1.476, O111 1.226, C131 1.476
21 I -5.69447 4.69206 -2.63316  C60 2.191
22 H -0.02254 -2.70486 -3.53502  C123 1.169
23 C -6.37336 1.91626 4.67278  C36 1.394, C69 1.477, C80 1.401
24 C -3.96261 2.15768 -0.07352  H17 1.192, C71 1.673, H84 1.177, C128 1.634
25 H -4.29575 0.43025 1.37242  C128 1.194
26 C 2.12641 -0.74101 -5.43505  H30 1.190, H35 1.175, C127 1.665, C130 1.668
27 O -7.96149 2.35672 7.87267  C108 1.226
28 H 4.17731 2.59364 -3.42763  C6 1.186
29 O -5.70645 -1.73569 0.17194  P2 1.764, H77 1.022
30 H 1.82750 -1.63818 -4.71197  C26 1.190
31 H -1.93108 -2.40704 -0.88234  C114 1.168
32 H 5.59884 2.55171 -4.71012  C6 1.193
33 C -4.80704 0.17139 6.19346  C61 1.396, H81 1.088, C95 1.395
34 H 2.98229 -5.32172 3.25278  C120 1.089
35 H 2.90795 -1.15542 -6.20767  C26 1.175
36 C -6.61892 1.77092 6.03759  C23 1.394, C61 1.400, C108 1.476
37 H 0.19129 -0.35592 -3.41884  C70 1.194
38 H -0.39099 -1.34925 2.46871  N129 1.043
39 C 4.78796 2.52732 0.48643  C1 1.660, C46 1.640, H73 1.182, H118 1.181
40 H 4.96143 -0.36286 -4.28818  C103 1.171
41 H 0.16157 1.72239 0.97514  O63 1.013
42 H 3.86116 4.27463 -1.78085  C85 1.177
43 H -5.25501 -1.59846 -2.64535  O59 1.022
44 C -3.46359 6.88914 -1.53296  H16 1.187, C60 1.662, H93 1.188, H102 1.172
45 H -2.47648 -1.55192 -4.59496  C92 1.168
46 C 5.46821 3.90625 -0.08442  H9 1.174, C39 1.640, H76 1.188, C85 1.640
47 C 7.15225 -6.11866 0.74191  C20 1.476, C78 1.401, C116 1.394
48 C 4.71067 -8.64722 2.24631  C15 1.396, H121 1.089, C131 1.400
49 H 0.99153 -1.29831 -1.30609  C100 1.187
50 H 5.15941 5.63560 -1.55054  C85 1.192
51 C 7.03385 -3.70647 0.60543  C18 1.397, H74 1.089, C116 1.401
52 C 2.89227 -7.47191 3.32012  C15 1.395, H115 1.088, C120 1.396
53 H 3.57177 1.94611 -1.43638  C1 1.177
54 H 6.48369 0.63707 -0.63895  C5 1.183
55 O -2.24098 1.46359 2.69553  P104 1.759, H113 1.022
56 H 3.04946 -9.61957 3.21639  C15 1.088
57 N -1.55063 -0.54888 -2.14178  C70 1.512, C114 1.538, C126 1.402
58 C 4.66972 -6.22832 2.24313  C72 1.477, C120 1.401, C131 1.394
59 O -4.65650 -0.81605 -2.37480  P2 1.741, H43 1.022
60 C -3.78828 5.27066 -1.72192  I21 2.191, C44 1.662, C96 1.515
61 C -5.83012 0.90141 6.80062  H8 1.089, C33 1.396, C36 1.400
62 H -1.00432 1.08045 -3.63396  C70 1.178
63 O 0.10423 0.72556 1.14500  H41 1.013, P104 1.747
64 N -2.55972 -0.09568 0.18551  P104 1.782, C126 1.547, C128 1.511
65 H 9.81078 -4.86696 -0.98445  C132 1.088
66 H 8.63015 -2.74151 -0.47662  C18 1.088
67 H 4.59625 0.76395 -5.84592  C103 1.185
68 H -2.61943 -2.49371 -2.63439  C114 1.192
69 C -7.16659 2.86745 3.86772  C23 1.477, O75 1.225, C112 1.477
70 C -0.97075 -0.08351 -3.45794  H37 1.194, N57 1.512, H62 1.178, C92 1.646
71 C -3.01061 2.61404 -1.37148  C24 1.673, C96 1.653, H107 1.180, N133 1.499
72 C 5.25303 -4.93357 1.83637  C58 1.477, O90 1.225, C116 1.477
73 H 5.48292 1.94821 1.24692  C39 1.182
74 H 6.52535 -2.76984 0.82849  C51 1.089
75 O -6.95388 2.99310 2.66806  C69 1.225
76 H 5.80794 4.53007 0.86825  C46 1.188
77 H -5.10272 -1.72803 0.99669  O29 1.022
78 C 8.35072 -6.09686 0.01627  C47 1.401, H124 1.089, C132 1.396
79 H 0.93050 -0.21255 -7.31630  C130 1.182
80 C -5.35758 1.16943 4.06194  C23 1.401, H83 1.089, C95 1.396
81 H -4.19072 -0.49801 6.78947  C33 1.088
82 H 5.32484 -0.39064 -1.73261  C5 1.189
83 H -5.16899 1.26749 2.99430  C80 1.089
84 H -5.03217 2.58519 -0.31617  C24 1.177
85 C 4.46676 4.86421 -0.96180  H14 1.181, H42 1.177, C46 1.640, H50 1.192
86 H -0.18834 -2.41087 -5.68665  C119 1.170
87 H -8.71550 4.77434 2.73593  C7 1.089
88 H -1.12806 -1.35490 -6.93140  C119 1.194
89 H 6.82098 2.45141 -2.46671  C110 1.181
90 O 4.70485 -3.88219 2.14349  C72 1.225
91 H 2.63825 0.15323 -3.32520  C127 1.194
92 C -1.65427 -0.74792 -4.79976  H45 1.168, C70 1.646, C119 1.673, H134 1.195
93 H -4.36273 7.55099 -1.93797  C44 1.188
94 H 0.45674 0.82524 -5.76158  C130 1.171
95 C -4.57746 0.29834 4.82372  H4 1.088, C33 1.395, C80 1.396
96 C -2.76830 4.24636 -1.26834  I12 2.219, C60 1.515, C71 1.653
97 C -9.50436 4.23841 6.49773  H19 1.089, C98 1.396, C109 1.401
98 C -10.22414 5.17740 5.75742  H10 1.088, C97 1.396, C101 1.395
99 H 3.73901 0.59870 -0.12798  C1 1.194
100 C 0.81606 -2.47185 -1.31318  H11 1.194, H49 1.187, O105 1.484, C123 1.663
101 C -9.93417 5.37258 4.40735  C7 1.397, C98 1.395, H106 1.088
102 H -2.48259 7.15685 -2.11649  C44 1.172
103 C 4.42162 0.59783 -4.68552  C6 1.668, H40 1.171, H67 1.185, C127 1.657
104 P -1.53125 0.29776 1.58640  O55 1.759, O63 1.747, N64 1.782, N129 1.651
105 O 0.50567 -3.00783 0.03576  C100 1.484, H117 1.022
106 H -10.48869 6.11128 3.83262  C101 1.088
107 H -3.48776 2.30442 -2.40527  C71 1.180
108 C -7.71041 2.52556 6.68497  O27 1.226, C36 1.476, C109 1.476
109 C -8.49014 3.49062 5.88495  C97 1.401, C108 1.476, C112 1.394
110 C 6.18455 1.50290 -2.76758  H3 1.191, C5 1.640, C6 1.639, H89 1.181
111 O 7.15764 -8.46136 0.90924  C20 1.226
112 C -8.21317 3.67077 4.53060  C7 1.401, C69 1.477, C109 1.394
113 H -1.54467 1.58327 3.43436  O55 1.022
114 C -1.71800 -2.06894 -1.97948  H31 1.168, N57 1.538, H68 1.192, C123 1.672
115 H 1.95865 -7.48849 3.87816  C52 1.088
116 C 6.50091 -4.92452 1.04720  C47 1.394, C51 1.401, C72 1.477
117 H 1.36199 -2.97282 0.59196  O105 1.022
118 H 3.79397 2.83266 1.04653  C39 1.181
119 C -0.52766 -1.31182 -5.90016  H86 1.170, H88 1.194, C92 1.673, C130 1.649
120 C 3.47040 -6.25180 2.96687  H34 1.089, C52 1.396, C58 1.401
121 H 5.18725 -9.58540 1.96688  C48 1.089
122 H 2.21958 1.48763 -4.58955  C127 1.190
123 C -0.34038 -2.90456 -2.42763  H13 1.185, H22 1.169, C100 1.663, C114 1.672
124 H 8.87011 -7.02504 -0.21629  C78 1.089
125 H -0.93615 2.18460 -1.77788  N133 1.029
126 C -1.90852 0.36420 -1.13989  N57 1.402, N64 1.547, N133 1.502
127 C 2.78537 0.44714 -4.47287  C26 1.665, H91 1.194, C103 1.657, H122 1.190
128 C -3.92219 0.55513 0.24506  P2 1.934, C24 1.634, H25 1.194, N64 1.511
129 N -1.40327 -1.09898 2.45763  H38 1.043, P104 1.651
130 C 0.70609 -0.24851 -6.15684  C26 1.668, H79 1.182, H94 1.171, C119 1.649
131 C 5.29659 -7.42458 1.89655  C20 1.476, C48 1.400, C58 1.394
132 C 8.88231 -4.88159 -0.41775  C18 1.395, H65 1.088, C78 1.396
133 N -1.72891 1.85382 -1.21157  C71 1.499, H125 1.029, C126 1.502
134 H -2.20932 0.13140 -5.38786  C92 1.195

Here are the Löwdin charges for atoms 1 to 99, given in e: number 1, C, carries -0.225; number 2, P, carries 0.982; number 3, H, carries 0.120; number 4, H, carries 0.090; number 5, C, carries -0.208; number 6, C, carries -0.208; number 7, C, carries 0.005; number 8, H, carries 0.125; number 9, H, carries 0.091; number 10, H, carries 0.111; number 11, H, carries 0.137; number 12, I, carries 0.793; number 13, H, carries 0.145; number 14, H, carries 0.079; number 15, C, carries -0.053; number 16, H, carries 0.085; number 17, H, carries 0.135; number 18, C, carries -0.058; number 19, H, carries 0.124; number 20, C, carries -0.277; number 21, I, carries 0.801; number 22, H, carries 0.085; number 23, C, carries -0.081; number 24, C, carries -0.134; number 25, H, carries 0.119; number 26, C, carries -0.192; number 27, O, carries 0.105; number 28, H, carries 0.087; number 29, O, carries -0.341; number 30, H, carries 0.093; number 31, H, carries 0.141; number 32, H, carries 0.117; number 33, C, carries -0.047; number 34, H, carries 0.118; number 35, H, carries 0.118; number 36, C, carries -0.082; number 37, H, carries 0.127; number 38, H, carries -0.025; number 39, C, carries -0.215; number 40, H, carries 0.112; number 41, H, carries 0.071; number 42, H, carries 0.056; number 43, H, carries 0.089; number 44, C, carries -0.207; number 45, H, carries 0.108; number 46, C, carries -0.261; number 47, C, carries -0.084; number 48, C, carries 0.010; number 49, H, carries 0.112; number 50, H, carries 0.089; number 51, C, carries 0.001; number 52, C, carries -0.056; number 53, H, carries 0.082; number 54, H, carries 0.117; number 55, O, carries -0.239; number 56, H, carries 0.110; number 57, N, carries 0.004; number 58, C, carries -0.089; number 59, O, carries -0.374; number 60, C, carries -0.696; number 61, C, carries 0.014; number 62, H, carries 0.139; number 63, O, carries -0.230; number 64, N, carries -0.128; number 65, H, carries 0.110; number 66, H, carries 0.106; number 67, H, carries 0.118; number 68, H, carries 0.132; number 69, C, carries -0.278; number 70, C, carries -0.124; number 71, C, carries -0.339; number 72, C, carries -0.283; number 73, H, carries 0.117; number 74, H, carries 0.116; number 75, O, carries 0.082; number 76, H, carries 0.115; number 77, H, carries 0.074; number 78, C, carries 0.011; number 79, H, carries 0.120; number 80, C, carries -0.006; number 81, H, carries 0.112; number 82, H, carries 0.107; number 83, H, carries 0.083; number 84, H, carries 0.099; number 85, C, carries -0.141; number 86, H, carries 0.104; number 87, H, carries 0.120; number 88, H, carries 0.122; number 89, H, carries 0.101; number 90, O, carries 0.082; number 91, H, carries 0.097; number 92, C, carries -0.156; number 93, H, carries 0.083; number 94, H, carries 0.100; number 95, C, carries -0.062; number 96, C, carries -0.603; number 97, C, carries 0.012; number 98, C, carries -0.051; number 99, H, carries 0.107